[1]
This record from the OMol25 dataset describes 4 unconnected molecules or ions with the total composition C12H27N6OP. The level of theory is the ωB97M-V functional and the def2-TZVPD basis.

Last column: natural (NBO) charge in e.
Cartesian coordinates (Å):
C -4.860 -34.848 6.259  -0.4143
N -5.114 -33.880 7.363  -0.8048
C -4.459 -34.264 8.679  -0.4136
P -6.588 -32.927 7.350  2.3641
O -7.852 -33.659 7.486  -1.0910
N -6.419 -31.689 8.527  -0.7801
C -7.620 -31.046 8.942  -0.4100
C -5.298 -30.823 8.434  -0.4169
N -6.481 -31.890 5.878  -0.7978
C -5.226 -31.372 5.242  -0.4058
C -7.690 -31.526 5.175  -0.4188
H -3.801 -34.850 6.000  0.1857
H -5.277 -34.559 5.294  0.2251
H -4.938 -35.887 6.579  0.1963
H -5.160 -34.874 9.250  0.2084
H -4.105 -33.366 9.185  0.2071
H -3.469 -34.675 8.480  0.2077
H -8.393 -31.738 9.275  0.2312
H -7.456 -30.280 9.700  0.1953
H -7.959 -30.380 8.149  0.1666
H -4.425 -31.463 8.305  0.2083
H -5.290 -29.932 7.805  0.1838
H -5.147 -30.461 9.451  0.1948
H -5.323 -30.289 5.317  0.1920
H -4.414 -31.880 5.761  0.2168
H -5.181 -31.727 4.212  0.1809
H -8.435 -32.272 5.453  0.2281
H -7.494 -31.748 4.126  0.1815
H -8.110 -30.542 5.385  0.1794
C -3.916 -37.455 -2.447  -0.7128
C -2.574 -37.544 -3.103  0.2861
N -1.537 -37.657 -3.587  -0.3373
H -3.958 -38.411 -1.925  0.2538
H -4.804 -37.267 -3.050  0.2582
H -3.853 -36.630 -1.737  0.2521
C -12.160 -38.828 3.216  -0.7302
C -10.870 -38.682 2.668  0.2841
N -9.801 -38.528 2.264  -0.3320
H -12.207 -39.910 3.340  0.2582
H -12.966 -38.590 2.522  0.2569
H -12.191 -38.225 4.123  0.2631
C 2.049 -38.624 1.119  -0.7209
C 2.304 -37.222 1.457  0.2821
N 2.661 -36.131 1.675  -0.3317
H 2.266 -38.809 0.067  0.2601
H 0.960 -38.638 1.162  0.2529
H 2.567 -39.281 1.819  0.2574

Results
LUMO, eV: 0.6
Energy above the lowest of the compared OMol25 structures with the same formula, charge and spin, kJ/mol: 171.9
Strongest force on any atom, eV/A: 3.218
SMILES: CN(C)P(=O)(N(C)C)N(C)C.CC#N.CC#N.CC#N
Charge: 0
DFT total energy, eV: -33157.128
HOMO energy, Eh: -0.2983


[2]
This record from the OMol25 dataset describes 2 unconnected molecules or ions with the total composition C5H11NO2. The level of theory is the ωB97M-V functional and the def2-TZVPD basis.

Last column: natural (NBO) charge in e.
Cartesian coordinates (Å):
C -2.327 -1.059 0.251  -0.5905
C -0.991 -0.915 0.163  0.2371
N -0.018 -1.756 0.648  -0.8146
C -0.405 0.399 -0.384  -0.4650
C -0.560 1.555 0.594  -0.5184
C 0.685 1.684 1.445  0.4538
O 1.477 0.789 1.597  -0.5347
H -2.725 -1.995 0.587  0.1997
H -3.023 -0.458 -0.322  0.2063
H -0.212 -2.458 1.354  0.3858
H 0.960 -1.541 0.590  0.3995
H -1.052 0.296 -1.273  0.2386
H 0.621 0.292 -0.790  0.2010
H -1.371 1.374 1.341  0.2612
H -0.680 2.519 0.103  0.2267
H 0.788 2.658 1.933  0.1105
O 1.752 -0.518 -3.368  -0.9213
H 1.928 -0.231 -2.467  0.4605
H 0.848 -0.202 -3.464  0.4638

Results
LUMO, eV: 0.7
Energy above the lowest of the compared OMol25 structures with the same formula, charge and spin, kJ/mol: 220.2
Strongest force on any atom, eV/A: 2.576
SMILES: C=C(N)CCC=O.O
Charge: 0
DFT total energy, eV: -10946.985
HOMO energy, Eh: -0.2983


[3]
This record from the OMol25 dataset describes a molecular structure, C11H21N4ORuS4Si. The level of theory is the ωB97M-V functional and the def2-TZVPD basis.

Last column: Mulliken spin population.
Cartesian coordinates (Å):
Ru -0.759 0.158 0.063  2.5745
C -3.486 0.458 -2.553  0.0031
C -3.539 -0.639 -1.540  0.0155
C -4.575 -1.550 -1.445  0.0211
C -4.534 -2.530 -0.456  0.0014
C -3.482 -2.606 0.438  0.0237
C -2.461 -1.674 0.286  -0.0914
N -2.508 -0.744 -0.695  -0.0054
N -1.315 -1.458 1.024  0.1745
Si -0.560 -2.643 2.125  -0.0194
C -0.342 -4.219 1.151  0.0026
C 1.089 -1.994 2.674  0.0162
C -1.672 -2.905 3.599  0.0182
H -3.359 1.422 -2.058  0.0014
H -4.394 0.483 -3.150  -0.0003
H -2.631 0.315 -3.215  0.0004
H -5.405 -1.495 -2.135  0.0011
H -5.346 -3.241 -0.380  0.0000
H -3.453 -3.344 1.225  0.0036
H 0.349 -4.069 0.319  0.0002
H -1.282 -4.593 0.741  0.0000
H 0.072 -5.002 1.789  0.0015
H 1.741 -1.705 1.847  -0.0028
H 1.596 -2.803 3.209  0.0005
H 1.001 -1.154 3.364  -0.0043
H -2.607 -3.409 3.346  0.0024
H -1.922 -1.960 4.083  -0.0032
H -1.158 -3.529 4.334  -0.0022
S -0.980 2.426 1.467  0.1228
S -2.426 1.753 2.962  0.3539
S -1.439 0.966 4.391  0.6372
S 0.555 1.101 1.670  0.1107
C 1.933 3.022 -3.964  -0.0001
N 0.923 2.166 -3.364  0.0104
C 0.852 1.873 -2.064  0.0101
N 1.773 2.369 -1.233  0.0008
O -0.094 1.130 -1.661  0.0230
H 1.738 3.087 -5.030  0.0000
H 2.933 2.606 -3.831  0.0006
H 1.893 4.030 -3.549  0.0005
H 0.205 1.758 -3.938  -0.0001
H 2.504 2.981 -1.548  0.0003
H 1.701 2.145 -0.251  -0.0030

Results
LUMO (alpha / beta), eV: -2.9 / -4.5
Energy above the lowest of the compared OMol25 structures with the same formula, charge and spin, kJ/mol: 0.0
Multiplicity: 5
Strongest force on any atom, eV/A: 0.206
Charge: +1
DFT total energy, eV: -73553.453
Expectation value of S²: 6.022
HOMO energy (alpha / beta), Eh: -0.4017 / -0.4157


[4]
This record from the OMol25 dataset describes 2 unconnected molecules or ions with the total composition C4H10O3. The level of theory is the ωB97M-V functional and the def2-TZVPD basis.

Last column: natural (NBO) charge in e.
Cartesian coordinates (Å):
O -0.200 -3.110 -0.150  -0.5192
C 0.007 -2.120 -0.789  0.4587
C 0.239 -0.770 -0.182  -0.5345
C 0.329 0.464 -1.077  -0.4238
C -0.348 1.657 -0.443  -0.0596
O -0.156 2.829 -1.273  -0.7216
H 0.060 -2.125 -1.897  0.0948
H -0.505 -0.613 0.609  0.2497
H 1.156 -0.885 0.410  0.2317
H -0.087 0.303 -2.074  0.2094
H 1.395 0.679 -1.154  0.2125
H 0.131 1.840 0.524  0.1724
H -1.420 1.517 -0.285  0.1620
H -0.398 3.546 -0.678  0.4645
O 0.086 0.342 2.985  -0.9439
H 0.778 -0.331 3.044  0.4728
H -0.516 0.143 3.710  0.4742

Results
LUMO, eV: 0.6
Energy above the lowest of the compared OMol25 structures with the same formula, charge and spin, kJ/mol: 140.6
Strongest force on any atom, eV/A: 1.127
SMILES: O=CCCCO.O
Charge: 0
DFT total energy, eV: -10451.787
HOMO energy, Eh: -0.3616


[5]
This record from the OMol25 dataset describes C6H10 in the gas phase. The level of theory is the ωB97M-V functional and the def2-TZVPD basis.

Last column: natural (NBO) charge in e.
Cartesian coordinates (Å):
C 2.840 -0.709 0.799  -0.6791
C 1.679 -0.241 0.041  -0.0101
C 0.739 0.146 -0.609  -0.0274
C -0.463 0.599 -1.320  -0.4668
C -1.744 0.070 -0.664  -0.3785
C -1.776 0.328 0.845  -0.6123
H 3.511 -1.273 0.143  0.2327
H 3.392 0.137 1.219  0.2323
H 2.538 -1.365 1.624  0.2317
H -0.420 0.288 -2.371  0.2285
H -0.484 1.697 -1.330  0.2216
H -2.600 0.559 -1.141  0.1998
H -1.835 -1.003 -0.884  0.2006
H -1.051 -0.308 1.366  0.2155
H -2.774 0.129 1.248  0.2091
H -1.527 1.370 1.077  0.2026

Results
LUMO, eV: 1.1
Energy above the lowest of the compared OMol25 structures with the same formula, charge and spin, kJ/mol: 118.9
Strongest force on any atom, eV/A: 0.543
SMILES: CC#CCCC
Charge: 0
DFT total energy, eV: -6382.627
HOMO energy, Eh: -0.3437


[6]
This record from the OMol25 dataset describes a molecular structure, C11H17AsCoN4S5Si. The level of theory is the ωB97M-V functional and the def2-TZVPD basis.

Last column: Mulliken spin population.
Cartesian coordinates (Å):
Co 1.073 -1.704 -0.363  1.9969
C -4.107 -1.280 0.920  0.0009
C -3.340 -0.939 -0.336  0.0096
N -3.866 -0.603 -1.414  0.0015
N -2.882 -0.471 -2.368  0.0142
C -1.687 -0.663 -1.772  -0.0161
S -0.233 -0.725 -2.512  0.0210
N -1.909 -0.868 -0.426  -0.0091
N -0.870 -1.086 0.476  0.0255
H -4.810 -1.995 0.562  -0.0011
H -4.547 -0.429 1.369  0.0000
H -3.305 -1.697 1.576  -0.0002
H -3.023 -0.450 -3.366  -0.0004
H -0.837 -0.390 1.240  -0.0004
H -1.074 -2.023 0.922  -0.0052
S -2.029 -6.137 -2.448  0.2908
As -2.734 -4.526 -1.305  0.3190
S -1.515 -4.275 0.671  0.1272
S 0.476 -3.956 0.147  0.0331
S -4.699 -4.666 -0.464  0.2226
C 4.200 0.612 -0.836  0.0016
Si 2.619 0.029 0.109  -0.0226
C 3.634 0.017 1.791  -0.0029
C 1.708 1.819 0.249  -0.0115
C 2.365 2.921 0.929  0.0018
C 1.697 4.119 1.079  -0.0006
C 0.451 4.316 0.486  -0.0002
C -0.168 3.278 -0.156  -0.0010
C 0.467 2.045 -0.291  0.0055
H 4.741 1.419 -0.313  0.0009
H 3.923 1.029 -1.789  -0.0020
H 4.861 -0.226 -0.986  0.0028
H 4.614 0.509 1.799  -0.0004
H 3.707 -1.002 2.098  0.0011
H 2.955 0.439 2.607  -0.0010
H 3.341 2.713 1.353  0.0007
H 2.092 4.961 1.575  0.0004
H -0.093 5.234 0.584  0.0000
H -1.149 3.410 -0.613  0.0000
H -0.043 1.244 -0.782  -0.0025

Results
LUMO (alpha / beta), eV: 4.6 / 4.2
Energy above the lowest of the compared OMol25 structures with the same formula, charge and spin, kJ/mol: 204.1
Multiplicity: 4
Strongest force on any atom, eV/A: 3.795
Charge: -2
DFT total energy, eV: -178163.839
Expectation value of S²: 3.778
HOMO energy (alpha / beta), Eh: -0.0448 / -0.0401